*i*
13
Properties=species:S:1:pos:R:3 method="wB97M-V/def2-TZVPD" e_homo_ev=-7.8 charge=0 gap_ev=8.62
O 0.98 1.87 -0.80
O -1.17 1.27 -0.70
N 0.41 -0.41 -0.01
N 0.04 1.24 -0.01
C -0.21 -0.88 1.24
H 1.43 -0.44 0.05
H 0.06 -1.93 1.42
H 0.85 1.55 -1.72
H -1.29 -0.75 1.14
H -0.01 -1.19 -1.06
H 0.44 -2.01 -1.37
H -1.69 1.96 -0.25
H 0.16 -0.29 2.09

***

*ii*
13
Properties=species:S:1:pos:R:3 method="wB97M-V/def2-TZVPD" e_homo_ev=-9.3 charge=0 gap_ev=10.20
O 1.51 0.92 -1.34
O 1.65 -0.45 1.08
N -1.09 0.01 -1.25
N -1.15 -0.30 1.21
C -1.31 0.38 -0.04
H 0.56 0.85 -1.64
H 1.68 -1.28 0.66
H -1.88 -0.25 1.93
H -1.40 -0.95 -1.31
H 1.54 0.29 0.42
H 2.06 0.15 -1.58
H -1.90 1.36 0.21
H -0.29 -0.74 1.64

***

Which one is most stable, and which one is least stable? *ii* is the most stable of them, while *i* is the least stable.